Computed, not measured: a 12-piece molecular cluster, C98H82O31 overall, with ωB97M-V/def2-TZVPD.

Energy (Ha): -6116.2542
Orbital gap (eV): 8.0350
Total charge: 0
HOMO energy (eV): -9.39
Max |F| (eV/A): 3.76
SMILES: O=C1c2ccccc2C(=O)c2ccccc21.O=C1c2ccccc2C(=O)c2ccccc21.O=C1c2ccccc2C(=O)c2ccccc21.O=C1c2ccccc2C(=O)c2ccccc21.O=C1c2ccccc2C(=O)c2ccccc21.C[C@H]1COC(=O)O1.C[C@H]1COC(=O)O1.C[C@H]1COC(=O)O1.C[C@H]1COC(=O)O1.C[C@H]1COC(=O)O1.C[C@H]1COC(=O)O1.C[C@H]1COC(=O)O1

Each line ends with the Mulliken charge.
CARTESIAN COORDINATES (ANGSTROEM)
C 13.86 13.29 19.88  -0.8851
C 15.11 13.87 19.89  -0.5795
C 16.00 13.50 18.91  -0.0856
C 15.68 12.55 17.96  0.3347
C 14.42 11.93 18.01  0.6072
C 13.48 12.35 18.95  -0.9717
C 14.12 10.78 17.11  0.3004
O 13.15 10.06 17.27  -0.6782
C 15.11 10.43 16.03  0.7764
C 14.78 9.48 15.08  -1.0390
C 15.75 9.17 14.17  -0.6217
C 16.94 9.89 14.02  -0.8535
C 17.18 10.96 14.88  -0.0960
C 16.32 11.23 15.91  0.7023
C 16.66 12.21 16.91  0.0456
O 17.77 12.75 16.93  -0.4574
H 13.19 13.46 20.70  0.4670
H 15.39 14.67 20.55  0.6292
H 17.02 13.91 18.82  0.4020
H 12.56 11.89 18.97  0.6917
H 13.84 8.95 15.05  0.4983
H 15.56 8.37 13.48  0.4502
H 17.53 9.73 13.15  0.5409
H 18.05 11.66 14.69  0.3870
C 13.81 14.23 10.05  -0.9941
C 13.75 15.12 11.10  -1.0074
C 14.82 15.27 11.98  0.1967
C 15.93 14.43 11.77  -0.2219
C 15.90 13.45 10.84  0.5327
C 14.83 13.35 9.97  -0.7726
C 17.07 12.56 10.65  0.6667
O 17.11 11.83 9.69  -0.6938
C 18.21 12.60 11.59  0.5184
C 19.28 11.75 11.40  -0.1816
C 20.41 11.80 12.22  -1.2877
C 20.34 12.68 13.36  -0.7081
C 19.27 13.54 13.54  -0.4069
C 18.19 13.51 12.66  0.6534
C 17.07 14.48 12.74  -0.1586
O 17.03 15.24 13.69  -0.3140
H 12.95 14.34 9.40  0.4356
H 12.99 15.88 11.13  0.3600
H 14.82 16.04 12.75  0.8084
H 14.85 12.59 9.18  0.4397
H 19.12 11.13 10.51  0.5136
H 21.36 11.27 12.07  0.4101
H 21.11 12.60 14.13  0.4791
H 19.21 14.30 14.29  0.7638
C 10.74 15.57 17.42  -1.4680
C 12.06 15.37 17.85  -0.6634
C 12.97 14.69 17.11  1.0712
C 12.59 14.20 15.82  0.2267
C 11.24 14.25 15.47  1.0724
C 10.33 14.92 16.24  -0.6053
C 10.86 13.75 14.16  0.4294
O 9.83 14.28 13.68  -0.7159
C 11.73 12.81 13.41  0.3678
C 11.25 12.20 12.28  -0.9235
C 12.13 11.50 11.43  -1.1217
C 13.50 11.40 11.76  -1.1483
C 13.97 12.00 12.92  0.7883
C 13.11 12.68 13.79  -0.0100
C 13.62 13.55 14.94  0.4078
O 14.80 13.61 15.23  -0.2751
H 10.01 16.09 17.94  0.5963
H 12.34 15.79 18.87  0.3187
H 14.03 14.75 17.42  -0.6496
H 9.33 14.90 15.77  0.4672
H 10.26 12.36 11.95  0.5720
H 11.88 10.97 10.54  0.4828
H 14.19 10.86 11.18  0.7616
H 15.04 12.03 13.20  -0.2256
C 21.75 23.87 14.79  -0.8024
C 21.21 23.96 13.56  -0.6484
C 21.17 22.88 12.64  -1.0562
C 21.51 21.62 13.16  0.6270
C 21.94 21.51 14.45  0.5821
C 22.11 22.58 15.28  -0.4797
C 22.29 20.15 15.02  0.7961
O 22.81 20.01 16.10  -0.7103
C 22.00 18.97 14.14  -0.2138
C 22.11 17.72 14.79  0.0125
C 21.72 16.58 14.12  -1.0035
C 21.15 16.71 12.84  -0.3713
C 21.04 17.91 12.22  -0.9477
C 21.43 19.06 12.91  0.9782
C 21.36 20.44 12.27  0.1274
O 21.03 20.55 11.10  -0.6746
H 21.96 24.69 15.47  0.5883
H 20.94 24.97 13.21  0.3743
H 20.88 23.11 11.64  0.5716
H 22.65 22.40 16.26  0.3536
H 22.48 17.63 15.85  0.3046
H 21.98 15.59 14.50  0.5695
H 20.93 15.75 12.33  0.4186
H 20.47 18.02 11.28  0.5499
C 23.15 18.48 18.88  -1.1637
C 24.08 19.26 19.54  -0.4860
C 24.40 19.04 20.86  -1.0103
C 23.74 18.08 21.59  0.0814
C 22.76 17.29 20.93  0.6604
C 22.41 17.52 19.61  0.3175
C 22.04 16.23 21.77  0.1227
O 21.09 15.67 21.29  -0.2747
C 22.55 15.93 23.13  0.4533
C 21.96 14.92 23.92  -0.6864
C 22.39 14.74 25.26  -0.6679
C 23.33 15.52 25.88  -0.6653
C 23.92 16.51 25.11  -0.4356
C 23.49 16.77 23.81  0.6414
C 24.13 17.83 23.05  0.1874
O 24.91 18.60 23.56  -0.6835
H 22.90 18.55 17.88  0.7035
H 24.67 20.00 18.96  0.4628
H 25.22 19.59 21.27  0.5443
H 21.70 16.85 19.10  0.2560
H 21.26 14.21 23.49  0.4303
H 21.98 13.91 25.85  0.3668
H 23.57 15.43 26.93  0.4245
H 24.66 17.19 25.54  0.4542
C 12.58 17.67 15.10  0.5695
C 11.86 18.55 14.13  -0.0329
C 12.34 20.03 13.95  -0.1463
O 12.98 20.03 12.62  -0.4071
C 12.81 18.80 11.97  0.6503
O 13.18 18.48 10.90  -0.5124
O 12.13 18.01 12.79  -0.2654
H 12.11 17.93 16.14  0.3448
H 13.66 17.82 15.25  -0.3201
H 12.49 16.66 14.71  -0.5072
H 10.75 18.46 14.20  0.4486
H 13.12 20.32 14.63  0.0160
H 11.50 20.67 14.03  0.3885
C 18.51 19.91 21.47  -0.9259
C 19.33 18.65 21.52  1.4290
C 19.52 18.09 22.92  -0.0296
O 18.64 16.97 23.00  -0.4126
C 18.18 16.68 21.76  -0.2883
O 17.48 15.73 21.53  -0.4656
O 18.60 17.53 20.85  0.6623
H 18.18 20.19 20.46  -0.3662
H 18.97 20.77 21.96  0.4819
H 17.50 19.67 21.91  0.3608
H 20.32 18.74 21.03  -0.8162
H 19.21 18.70 23.78  0.4536
H 20.51 17.71 23.12  -0.3494
C 21.93 22.50 19.84  -1.4521
C 20.95 22.65 18.72  0.8425
C 19.51 22.91 19.20  0.9517
O 18.95 23.82 18.23  -0.3974
C 20.04 24.41 17.52  0.5235
O 19.90 25.20 16.67  -0.4795
O 21.19 23.79 17.94  -0.4504
H 21.91 23.43 20.43  0.3921
H 22.92 22.32 19.44  0.3388
H 21.52 21.75 20.53  0.2059
H 20.96 21.80 18.10  0.0935
H 19.54 23.43 20.13  0.3988
H 18.92 22.01 19.24  -0.8561
C 17.74 20.73 10.88  -1.5492
C 16.56 20.10 11.56  0.3666
C 16.60 18.61 11.74  -0.3407
O 16.04 18.47 13.06  0.6303
C 16.07 19.69 13.72  -0.6421
O 15.60 19.89 14.81  -0.4166
O 16.63 20.59 12.97  -0.3913
H 18.63 20.50 11.40  0.0803
H 17.66 21.80 10.78  0.4616
H 17.74 20.29 9.88  0.4199
H 15.62 20.37 11.12  0.3780
H 17.55 18.20 11.64  0.3467
H 15.87 18.11 11.06  0.2996
C 19.98 12.94 19.78  -0.2306
C 21.39 12.98 19.26  0.4634
C 21.78 12.03 18.10  -0.4825
O 22.17 12.85 17.03  -0.4285
C 21.99 14.16 17.35  0.2565
O 22.11 15.14 16.64  -0.4288
O 21.66 14.28 18.66  0.1053
H 19.81 12.17 20.60  0.4594
H 19.21 12.62 19.05  -0.2076
H 19.70 13.96 20.13  -0.3206
H 22.02 12.91 20.13  0.3657
H 20.97 11.50 17.66  0.1753
H 22.53 11.25 18.31  0.2970
C 16.52 21.27 17.71  -1.5368
C 15.26 20.80 18.42  0.7399
C 14.65 19.66 17.67  0.6834
O 14.21 18.75 18.77  -0.4335
C 14.97 19.00 19.82  0.4579
O 15.12 18.34 20.77  -0.4967
O 15.66 20.15 19.62  -0.2745
H 17.21 20.45 17.46  -0.0304
H 16.95 22.10 18.21  0.6204
H 16.10 21.55 16.75  0.4427
H 14.48 21.60 18.61  0.2728
H 15.39 19.06 17.16  -0.7429
H 13.74 19.93 17.15  0.3776
C 16.07 16.30 17.09  0.5375
C 17.15 16.78 18.04  0.3677
C 18.57 16.20 17.70  1.1449
O 19.39 17.38 17.88  0.3908
C 18.74 18.51 18.07  -0.6462
O 19.18 19.62 18.18  -0.1806
O 17.38 18.20 18.04  0.2574
H 15.13 16.80 17.22  0.1733
H 16.03 15.21 17.27  -0.6829
H 16.28 16.40 16.04  0.0091
H 16.97 16.58 19.10  -0.4670
H 18.72 15.93 16.66  -0.1790
H 18.83 15.34 18.35  -0.8748